Entry 1:
This record from the Open Molecules 2025 dataset describes a cluster of 4 separate species, CH9NO4 in total in a non-equilibrium geometry. The level of theory is wB97M-V/def2-TZVPD.

ORCA input file:
```
! RIJCOSX wB97M-V def2-TZVPD def2/J DEFGRID3
* xyz 0 1
O 1.80773 -0.06086 0.62213
O 0.13254 2.96961 -3.59065
O -0.14702 1.54559 -0.85297
O 0.44254 -2.32882 0.37780
N -1.05611 -1.46400 1.87560
C -0.58711 -2.43826 1.05262
H 1.51609 -0.99172 0.51673
H 2.29647 -0.34463 1.51305
H 0.05453 0.93273 -0.05472
H -0.82097 -0.47845 1.76073
H -0.96905 1.94017 -0.52476
H -0.65493 2.69645 -3.17726
H 0.82186 3.08422 -2.98380
H -0.89215 -3.48892 1.14449
H -1.94442 -1.57311 2.32103
*
```

Properties
E = -10862.64813 eV
ΔE to the lowest compared entry with this formula, charge and spin = 35.51 kcal per mole
Frontier orbital gap = 11.04 eV

Entry 2:
This record from the Open Molecules 2025 dataset describes a cluster of 4 separate species, CH9NO5 in total in a non-equilibrium geometry. The level of theory is wB97M-V/def2-TZVPD.

ORCA input file:
```
! RIJCOSX wB97M-V def2-TZVPD def2/J DEFGRID3
* xyz 0 1
O 2.80715 1.10752 0.53797
O -2.28891 0.03723 1.33147
O 1.43712 -1.61212 -0.36149
O -0.77191 -0.77134 -3.15764
O -0.68708 0.19292 -0.33799
N -0.30306 0.95464 1.87060
C -1.17667 0.36989 0.98593
H -0.23300 -0.01442 -2.94754
H -1.65397 -0.32148 -3.15704
H -0.78096 -0.77844 -0.52413
H 0.45034 1.53298 1.59123
H 1.03574 -1.94746 -1.17799
H 1.05097 -2.17037 0.25607
H 3.56186 1.53955 0.10234
H -0.47888 0.89095 2.86573
H 2.25835 0.73317 -0.11694
*
```

Properties
E = -12910.89347 eV
ΔE to the lowest compared entry with this formula, charge and spin = 24.18 kcal per mole
Frontier orbital gap = 10.52 eV

Entry 3:
This record from the Open Molecules 2025 dataset describes a cluster of 4 separate species, CH9NO5 in total in a non-equilibrium geometry. The level of theory is wB97M-V/def2-TZVPD.

ORCA input file:
```
! RIJCOSX wB97M-V def2-TZVPD def2/J DEFGRID3
* xyz 0 1
O -1.95236 0.38301 0.74119
O 0.55311 2.16943 2.29553
O 0.24344 0.07515 0.26008
O 0.42174 -3.12748 -0.52668
O 1.17780 2.22942 -2.08478
N -1.30113 -1.01611 -0.92327
C -1.07740 -0.06418 0.02585
H 0.39022 0.10517 1.21742
H -0.41499 2.19762 2.24290
H 1.57833 1.51884 -1.55303
H -0.31095 -3.71439 -0.66177
H 0.93986 -3.52038 0.16614
H -2.26871 -1.21002 -1.10865
H -0.52174 -1.37882 -1.42669
H 0.74325 2.43773 3.19120
H 1.79954 2.91500 -1.85545
*
```

Properties
E = -12911.20169 eV
ΔE to the lowest compared entry with this formula, charge and spin = 17.08 kcal per mole
Frontier orbital gap = 10.49 eV

Entry 4:
This record from the Open Molecules 2025 dataset describes a cluster of 4 separate species, CH9O3S in total in a non-equilibrium geometry. The level of theory is wB97M-V/def2-TZVPD.

ORCA input file:
```
! RIJCOSX wB97M-V def2-TZVPD def2/J DEFGRID3
* xyz -1 1
S -0.80507 0.06643 0.10494
O -2.71362 2.36210 -1.87130
O 2.44222 -0.16009 1.61612
O 3.32907 0.20844 -1.24357
C -1.61671 -1.40862 0.62684
H -3.37203 2.20310 -1.25772
H -1.37393 -1.68579 1.53594
H 1.55559 -0.19851 1.26478
H 2.52807 0.69756 1.95957
H 2.61311 -0.22462 -1.51537
H -2.74883 -1.32408 0.50299
H -2.11604 1.73857 -1.45903
H 3.49360 0.00813 -0.27583
H -1.21544 -2.28261 0.01163
*
```

Properties
E = -18161.49904 eV
ΔE to the lowest compared entry with this formula, charge and spin = 29.41 kcal per mole
Frontier orbital gap = 6.73 eV